Record 1
One molecule with the formula C3H8N4O, computed with ωB97M-V/def2-TZVPD.

Each atom is followed by the atoms it is bonded to, with distances in Å.
Geometry (Å):
1 N 1.3759 -1.2473 -0.7394  N2 1.385, H9 1.094, H10 1.019
2 N 1.7083 -0.9762 0.5773  N1 1.385, C3 1.290
3 C 1.1801 0.0979 1.0587  N2 1.290, C4 1.455, H11 1.061
4 C 0.4457 1.0916 0.2910  C3 1.455, O5 1.405, C6 1.514, H12 1.142
5 O 1.0371 1.2679 -0.9708  C4 1.405, H13 1.049
6 C -1.0225 0.8198 0.0407  C4 1.514, N7 1.256, H14 1.100
7 N -1.5478 -0.3061 0.2271  C6 1.256, N8 1.376
8 N -2.8843 -0.5573 0.0192  N7 1.376, H15 1.001, H16 1.061
9 H 0.2962 -1.4206 -0.7025  N1 1.094
10 H 1.8096 -2.1366 -0.9822  N1 1.019
11 H 1.5069 0.4248 2.0136  C3 1.061
12 H 0.5189 2.0972 0.8271  C4 1.142
13 H 1.5352 0.3635 -1.1548  O5 1.049
14 H -1.7025 1.6242 -0.2770  C6 1.100
15 H -3.3445 0.0214 -0.6558  N8 1.001
16 H -3.1004 -1.5653 -0.2339  N8 1.061

Computed properties:
HOMO level   -9.3 eV
F_max   3.1 eV/Å
Energy relative to the best compared isomer or geometry (same formula, charge and spin)   405.55 kJ/mol

Charges computed using natural (NBO), reported in e: -0.699, -0.233, 0.042, -0.024, -0.735, 0.046, -0.267, -0.638, 0.388, 0.375, 0.195, 0.193, 0.495, 0.153, 0.340, 0.369



Record 2
A 8-piece molecular cluster, C24H48O24 overall, computed with ωB97M-V/def2-TZVPD.

Each atom is followed by the atoms it is bonded to, with distances in Å.
Geometry (Å):
1 C -1.4131 2.8660 1.1939  O2 1.403, H7 1.090, H8 1.090, H9 1.090
2 O -1.8092 1.7523 0.4373  C1 1.403, C3 1.329
3 C -1.1924 0.5904 0.6293  O2 1.329, O4 1.233, O5 1.327
4 O -0.3549 0.3885 1.5111  C3 1.233
5 O -1.4696 -0.2656 -0.3464  C3 1.327, C6 1.434
6 C -0.8639 -1.5589 -0.4780  O5 1.434, H10 1.090, H11 1.090, H12 1.090
7 H -1.4869 2.7462 2.2747  C1 1.090
8 H -2.1910 3.6168 1.0550  C1 1.090
9 H -0.4290 3.2356 0.9057  C1 1.090
10 H 0.1777 -1.4133 -0.7644  C6 1.090
11 H -1.4327 -2.1264 -1.2145  C6 1.090
12 H -0.8635 -2.2210 0.3879  C6 1.090
13 C -2.0533 -1.9623 3.3750  O14 1.409, H19 1.090, H20 1.090, H21 1.090
14 O -2.3859 -3.2739 3.7670  C13 1.409, C15 1.389
15 C -2.0971 -4.3355 2.9189  O14 1.389, O16 1.243, O17 1.330
16 O -1.5633 -4.2360 1.8002  C15 1.243
17 O -2.6925 -5.4389 3.3635  C15 1.330, C18 1.408
18 C -2.6727 -6.5734 2.5293  O17 1.408, H22 1.090, H23 1.090, H24 1.090
19 H -1.1816 -1.6561 3.9534  C13 1.090
20 H -2.7270 -1.2174 3.7985  C13 1.090
21 H -1.9080 -1.7422 2.3174  C13 1.090
22 H -1.6786 -7.0048 2.6476  C18 1.090
23 H -2.9354 -6.3044 1.5063  C18 1.090
24 H -3.4487 -7.2704 2.8456  C18 1.090
25 C -3.9656 -4.4063 -1.7426  O26 1.462, H31 1.090, H32 1.090, H33 1.090
26 O -4.9433 -3.8111 -2.6524  C25 1.462, C27 1.349
27 C -4.7994 -2.6235 -3.2758  O26 1.349, O28 1.189, O29 1.383
28 O -5.7123 -1.9874 -3.6956  C27 1.189
29 O -3.4730 -2.2380 -3.3393  C27 1.383, C30 1.420
30 C -3.2037 -0.8846 -3.6730  O29 1.420, H34 1.090, H35 1.090, H36 1.090
31 H -3.2698 -4.8891 -2.4288  C25 1.090
32 H -4.3561 -4.9312 -0.8707  C25 1.090
33 H -3.3061 -3.7044 -1.2322  C25 1.090
34 H -3.4339 -0.6538 -4.7131  C30 1.090
35 H -2.1480 -0.7536 -3.4354  C30 1.090
36 H -3.6922 -0.1396 -3.0448  C30 1.090
37 C -3.7417 3.7468 4.0658  O38 1.391, H43 1.090, H44 1.090, H45 1.090
38 O -4.4038 3.2181 2.9625  C37 1.391, C39 1.350
39 C -4.5101 1.8897 2.7446  O38 1.350, O40 1.227, O41 1.318
40 O -4.0469 1.0470 3.5071  C39 1.227
41 O -5.1129 1.6692 1.5933  C39 1.318, C42 1.438
42 C -5.2149 0.3461 1.0383  O41 1.438, H46 1.090, H47 1.090, H48 1.090
43 H -2.6783 3.6810 3.8356  C37 1.090
44 H -3.9011 3.3521 5.0692  C37 1.090
45 H -3.9613 4.8142 4.0416  C37 1.090
46 H -5.8444 -0.3571 1.5836  C42 1.090
47 H -4.2525 -0.1134 0.8129  C42 1.090
48 H -5.6184 0.4501 0.0311  C42 1.090
49 C 3.3429 -0.0029 1.5192  O50 1.427, H55 1.090, H56 1.090, H57 1.090
50 O 4.4571 -0.8830 1.6666  C49 1.427, C51 1.314
51 C 4.7235 -1.4501 2.8213  O50 1.314, O52 1.226, O53 1.369
52 O 4.1651 -1.2343 3.8910  C51 1.226
53 O 5.7280 -2.3599 2.6306  C51 1.369, C54 1.427
54 C 6.3953 -3.0611 3.6795  O53 1.427, H58 1.090, H59 1.090, H60 1.090
55 H 2.3782 -0.3775 1.8614  C49 1.090
56 H 3.2089 0.2559 0.4688  C49 1.090
57 H 3.5142 0.9466 2.0263  C49 1.090
58 H 5.6255 -3.3878 4.3786  C54 1.090
59 H 7.1021 -2.4416 4.2317  C54 1.090
60 H 6.8627 -3.9241 3.2054  C54 1.090
61 C 0.5785 5.6150 0.4829  O62 1.375, H67 1.090, H68 1.090, H69 1.090
62 O 1.8225 6.1901 0.5932  C61 1.375, C63 1.397
63 C 2.9116 5.3167 0.6495  O62 1.397, O64 1.256, O65 1.364
64 O 2.8979 4.0670 0.7777  C63 1.256
65 O 4.0360 6.0868 0.5890  C63 1.364, C66 1.462
66 C 5.3116 5.5249 1.0305  O65 1.462, H70 1.090, H71 1.090, H72 1.090
67 H 0.4569 4.9637 -0.3826  C61 1.090
68 H -0.1771 6.4003 0.5049  C61 1.090
69 H 0.4388 5.0357 1.3956  C61 1.090
70 H 6.0678 6.2450 0.7179  C66 1.090
71 H 5.5613 4.5557 0.5988  C66 1.090
72 H 5.2091 5.6182 2.1116  C66 1.090
73 C 0.8144 -4.7129 -1.9192  O74 1.433, H79 1.090, H80 1.090, H81 1.090
74 O 0.6534 -3.5440 -2.7316  C73 1.433, C75 1.357
75 C 1.6864 -2.7941 -3.1925  O74 1.357, O76 1.210, O77 1.287
76 O 2.8437 -3.1281 -3.0745  C75 1.210
77 O 1.2245 -1.7121 -3.7144  C75 1.287, C78 1.374
78 C 2.0924 -0.8347 -4.3182  O77 1.374, H82 1.090, H83 1.090, H84 1.090
79 H 1.4147 -5.4849 -2.4006  C73 1.090
80 H -0.1431 -5.2260 -2.0093  C73 1.090
81 H 1.0070 -4.5932 -0.8530  C73 1.090
82 H 1.5273 0.0105 -4.7111  C78 1.090
83 H 2.6438 -1.2793 -5.1467  C78 1.090
84 H 2.7567 -0.3799 -3.5834  C78 1.090
85 C 3.1337 3.8930 -5.5285  O86 1.392, H91 1.090, H92 1.090, H93 1.090
86 O 2.3614 3.0329 -4.7522  C85 1.392, C87 1.324
87 C 2.4462 3.1604 -3.4374  O86 1.324, O88 1.241, O89 1.339
88 O 3.0925 4.0140 -2.8108  C87 1.241
89 O 1.6055 2.2487 -2.9338  C87 1.339, C90 1.445
90 C 1.5874 2.0535 -1.5023  O89 1.445, H94 1.090, H95 1.090, H96 1.090
91 H 2.8631 4.9415 -5.4032  C85 1.090
92 H 3.0093 3.6265 -6.5781  C85 1.090
93 H 4.1862 3.8101 -5.2577  C85 1.090
94 H 1.0158 2.7275 -0.8642  C90 1.090
95 H 2.5766 2.1104 -1.0481  C90 1.090
96 H 1.2449 1.0441 -1.2746  C90 1.090

Computed properties:
HOMO level   -10.4 eV
F_max   4.3 eV/Å
Energy relative to the best compared isomer or geometry (same formula, charge and spin)   334.19 kJ/mol

Charges computed using Löwdin, reported in e: -0.045, 0.010, -0.591, 0.100, -0.006, -0.012, 0.090, 0.108, 0.065, 0.093, 0.083, 0.073, -0.054, -0.003, -0.503, 0.066, 0.000, -0.044, 0.101, 0.082, 0.070, 0.105, 0.088, 0.097, -0.017, -0.004, -0.568, 0.154, -0.045, -0.052, 0.096, 0.092, 0.068, 0.098, 0.087, 0.096, -0.065, -0.017, -0.576, 0.104, 0.018, -0.015, 0.079, 0.104, 0.099, 0.102, 0.083, 0.095, -0.023, 0.016, -0.570, 0.104, -0.032, -0.043, 0.091, 0.078, 0.099, 0.089, 0.094, 0.093, -0.099, -0.015, -0.460, 0.072, -0.031, -0.010, 0.091, 0.105, 0.084, 0.089, 0.096, 0.099, -0.039, -0.030, -0.619, 0.131, 0.025, -0.057, 0.094, 0.082, 0.100, 0.096, 0.109, 0.102, -0.060, 0.003, -0.569, 0.106, 0.004, -0.019, 0.100, 0.098, 0.100, 0.071, 0.083, 0.085